[1]
DFT (the ωB97M-V functional and the def2-TZVPD basis) results for C17H21CoF4N7O3 as an isolated structure.

The geometry in XYZ format:
```
53
Properties=species:S:1:pos:R:3:forces:R:3
Co 0.2284 0.1378 -0.3857 0.969 -0.680 -0.576
C 1.5641 -3.2059 -0.2683 -0.141 0.002 -0.042
C 0.1062 -2.9417 0.0833 0.147 -0.065 0.072
N -0.5810 -1.9269 -0.7562 0.136 0.231 0.237
C -0.6648 -2.4604 -2.1391 -0.067 0.145 -0.325
C -1.1739 -1.4997 -3.2024 0.080 -0.096 0.119
C -1.9521 -1.7287 -0.2340 0.027 0.060 -0.022
C -1.9993 -1.0073 1.1119 -0.192 -0.337 -0.159
N -1.1024 0.1251 1.0901 -0.158 0.533 0.799
C -1.1189 1.0540 2.0563 -0.005 -0.191 -0.030
C -0.2597 2.1846 1.9384 0.372 -0.219 -0.030
F 0.5285 2.2593 0.8536 -0.013 0.078 0.109
C -0.2143 3.1936 2.8615 0.033 -0.144 0.103
F 0.6159 4.2117 2.6718 0.012 0.052 -0.048
C -1.0289 3.1573 3.9836 0.040 -0.064 -0.170
C -1.8873 2.0807 4.1350 -0.053 -0.008 -0.094
F -2.6816 2.0297 5.1959 -0.057 -0.060 0.060
C -1.9477 1.0602 3.2116 -0.024 0.077 0.159
F -2.7940 0.0604 3.4311 -0.036 -0.045 0.071
H 1.9879 -3.8631 0.4894 0.021 -0.005 0.024
H 2.1391 -2.2847 -0.2661 0.042 -0.008 -0.050
H 1.6863 -3.7014 -1.2286 0.007 -0.027 -0.009
H 0.0650 -2.6039 1.1186 -0.051 -0.007 0.005
H -0.4478 -3.8867 0.0104 -0.079 0.059 0.085
H -1.3063 -3.3519 -2.1292 0.128 -0.055 0.095
H 0.3369 -2.7723 -2.4272 -0.022 -0.081 0.055
H -2.2070 -1.1986 -3.0465 0.012 0.086 -0.011
H -1.1295 -2.0036 -4.1673 -0.002 -0.035 -0.006
H -0.5538 -0.6077 -3.2556 -0.076 0.063 -0.030
H -2.4545 -2.6993 -0.1441 -0.060 0.047 0.008
H -2.5006 -1.1338 -0.9640 0.022 -0.007 -0.003
H -1.7333 -1.6767 1.9367 -0.003 0.043 -0.014
H -3.0297 -0.6904 1.2890 0.042 -0.049 0.002
H -1.0081 3.9501 4.7173 0.015 0.020 0.002
C 5.4729 -0.0867 0.5366 0.185 -0.006 -0.070
O 4.1424 -0.1724 1.0647 -0.080 0.063 0.080
C 3.0880 -0.0406 0.2989 -0.167 -0.092 -0.254
O 1.9671 -0.1653 0.7830 -0.225 -0.036 0.334
N 3.2583 0.1743 -1.0317 0.172 0.121 -0.144
N 2.1053 0.3560 -1.8071 -0.165 0.025 0.315
H 6.1216 -0.2574 1.3888 0.016 0.010 -0.047
H 5.6749 0.9038 0.1256 -0.060 0.012 0.044
H 5.6469 -0.8600 -0.2129 -0.046 -0.012 0.033
H 4.1535 0.4042 -1.4319 0.029 -0.019 0.065
H 2.1230 -0.2667 -2.6067 -0.050 -0.033 0.015
H 2.0274 1.3159 -2.1312 -0.008 0.002 -0.021
O -0.5787 1.2169 -1.6717 -0.050 0.809 0.282
N -1.7434 1.4059 -2.1919 -0.766 -0.395 -1.283
C -2.6368 2.1753 -1.6727 0.493 -0.055 0.325
C -3.8562 2.3309 -2.4030 -0.228 0.011 -0.169
N -4.8342 2.4552 -2.9911 0.008 0.002 0.060
C -2.4872 2.8313 -0.4080 0.171 0.078 0.367
N -2.3311 3.2656 0.6450 -0.296 0.200 -0.316
```
Positions in Å, forces in eV/Å.

Computed properties:
Total energy: -3051.30542 Eh
Relative energy (zero: lowest compared OMol25 entry of this formula, charge and spin): 6.6 kcal/mol
LUMO (alpha / beta): -2.6482 / -5.3303 eV
2S+1: 5
Gap between HOMO and LUMO (alpha / beta): 9.30 / 6.98 eV
Net charge: +1
HOMO (alpha / beta): -11.9 / -12.3 eV
Expectation value of S²: 6.0537

[2]
DFT (the ωB97M-V functional and the def2-TZVPD basis) results for one molecule with the formula C17H21N3O2.

The geometry in XYZ format:
```
43
Properties=species:S:1:pos:R:3:forces:R:3
C -0.3943 -2.0575 -1.6770 -0.157 0.007 -0.247
O 0.4637 -2.0093 -0.5645 0.204 -0.011 0.422
C -0.0865 -2.0140 0.6909 -0.036 -0.048 0.260
C -1.4493 -2.0170 0.9494 0.072 0.008 -0.380
C -1.9058 -2.0115 2.2579 0.023 0.002 0.169
C -1.0137 -2.0037 3.3116 -0.171 0.009 0.088
C 0.3479 -1.9991 3.0540 0.007 -0.038 -0.176
C 0.8260 -2.0117 1.7572 0.096 -0.032 -0.157
C 2.3027 -1.9563 1.4570 0.006 -0.098 0.029
N 2.6066 -0.7295 0.7483 -0.059 -0.277 -0.393
C 3.1219 0.3519 1.3592 -0.015 0.253 -0.499
O 3.7008 0.3324 2.4213 0.128 0.143 0.373
C 2.9641 1.6474 0.5384 0.268 -0.005 0.629
N 1.6999 1.6976 -0.1373 -0.250 0.094 -0.562
C 1.4603 1.7496 -1.4687 -0.242 -0.007 -0.027
C 0.0928 1.7459 -1.6298 0.215 -0.064 0.034
C -0.4154 1.6761 -0.3179 0.385 -0.005 -0.248
N 0.5661 1.6474 0.5652 -0.103 -0.010 0.722
C -1.8655 1.6751 0.0172 -0.099 -0.047 0.152
C -2.6893 1.4172 -1.2474 -0.007 0.218 0.059
C -2.1785 2.2538 -2.4217 -0.032 -0.231 -0.121
C -0.7733 1.8132 -2.8412 -0.016 0.092 -0.107
H 0.2564 -2.0715 -2.5507 -0.092 0.010 0.023
H -1.0381 -1.1743 -1.7208 0.020 -0.031 0.005
H -1.0113 -2.9615 -1.6720 0.022 0.035 0.027
H -2.1658 -2.0189 0.1431 -0.046 0.000 -0.113
H -2.9695 -2.0094 2.4445 -0.084 -0.005 0.017
H -1.3723 -1.9942 4.3292 -0.037 0.004 0.095
H 1.0532 -1.9813 3.8710 0.106 0.014 0.083
H 2.8875 -1.9574 2.3779 -0.057 -0.084 -0.110
H 2.5956 -2.8038 0.8289 0.032 0.053 0.157
H 2.0721 -0.6084 -0.0999 0.035 0.159 0.098
H 3.7695 1.7146 -0.1969 -0.111 0.001 0.044
H 3.0497 2.4827 1.2399 0.023 -0.151 -0.117
H 2.2578 1.7955 -2.1833 0.207 0.024 -0.130
H -2.0712 0.9237 0.7828 -0.011 0.047 0.014
H -2.1302 2.6495 0.4384 -0.057 -0.027 0.018
H -3.7373 1.6528 -1.0531 0.000 -0.083 -0.004
H -2.6351 0.3586 -1.5150 -0.049 -0.057 -0.005
H -2.8608 2.1607 -3.2692 0.001 0.079 0.013
H -2.1520 3.3041 -2.1236 -0.029 0.076 -0.030
H -0.3564 2.5111 -3.5714 -0.039 -0.068 -0.044
H -0.8229 0.8296 -3.3221 -0.048 0.050 -0.060
```
Positions in Å, forces in eV/Å.

Computed properties:
Total energy: -975.16227 Eh
Relative energy (zero: lowest compared OMol25 entry of this formula, charge and spin): 30.7 kcal/mol
LUMO: 0.6737 eV
2S+1: 1
Gap between HOMO and LUMO: 9.28 eV
HOMO: -8.6 eV

[3]
DFT (the ωB97M-V functional and the def2-TZVPD basis) results for one molecule with the formula C17H21N3O4.

The geometry in XYZ format:
```
45
Properties=species:S:1:pos:R:3:forces:R:3
C 4.2611 -5.1845 -0.5585 0.175 -0.069 -0.143
O 3.2147 -4.7548 0.2792 -0.260 0.122 0.174
C 2.3513 -3.8138 -0.1835 -0.152 0.119 0.000
C 2.4149 -3.2252 -1.4447 0.213 -0.209 0.064
C 1.4779 -2.2723 -1.8131 -0.054 0.029 0.037
C 0.4767 -1.8897 -0.9450 -0.072 -0.006 0.116
C 0.4117 -2.4737 0.3204 0.601 -0.330 -0.376
C -0.6270 -2.0675 1.2442 -0.736 0.181 0.881
N -0.8502 -2.6051 2.4152 0.974 -0.697 -0.438
O -1.8965 -1.9102 2.9383 -0.641 0.615 0.072
C -2.2415 -0.9855 2.0399 0.295 -0.268 -0.470
C -3.3387 -0.0311 2.3253 0.027 0.054 0.245
C -2.8233 1.4006 2.5484 -0.088 0.170 0.010
C -2.5921 2.2535 1.2988 -0.131 -0.284 0.299
O -2.7829 3.4538 1.3297 -0.046 0.381 0.127
N -2.1766 1.5906 0.2063 0.176 -0.152 -0.275
C -1.8071 2.2661 -1.0132 0.235 0.171 -0.400
C -0.2778 2.3036 -1.1978 -0.322 -0.228 0.342
C 0.4103 3.1901 -0.1385 0.010 -0.057 -0.065
C 1.2457 4.1661 -0.9709 -0.095 -0.112 -0.224
C 0.4874 4.1669 -2.2972 0.162 0.312 0.093
O 0.0556 2.8326 -2.4707 -0.082 -0.165 -0.125
N -1.4950 -1.0406 0.9781 -0.327 0.037 0.176
C 1.3418 -3.4317 0.6980 0.037 0.040 -0.137
H 4.9319 -4.3598 -0.8201 -0.038 -0.030 0.000
H 3.8795 -5.6489 -1.4735 0.013 0.033 0.031
H 4.8120 -5.9261 0.0175 -0.009 0.049 -0.083
H 3.1861 -3.5004 -2.1466 0.080 -0.049 -0.029
H 1.5376 -1.8251 -2.7940 0.006 0.033 -0.078
H -0.2573 -1.1539 -1.2319 -0.048 0.062 -0.042
H -4.0481 -0.0401 1.4955 -0.002 -0.097 0.069
H -3.8448 -0.3773 3.2278 -0.040 0.028 -0.095
H -1.8823 1.3774 3.1047 -0.032 0.030 0.044
H -3.5440 1.9473 3.1584 0.100 0.008 -0.077
H -1.9187 0.6103 0.2786 -0.022 0.140 0.008
H -2.2524 1.7487 -1.8682 0.009 0.078 0.041
H -2.2014 3.2837 -0.9655 0.022 -0.101 -0.080
H 0.1034 1.2743 -1.1739 -0.032 0.093 0.031
H 1.0209 2.6020 0.5438 -0.009 0.018 0.057
H -0.3415 3.7251 0.4408 -0.017 -0.014 0.063
H 1.3087 5.1560 -0.5263 0.049 0.052 0.035
H 2.2530 3.7766 -1.1218 0.025 0.050 -0.019
H 1.1020 4.4275 -3.1595 -0.058 0.050 0.039
H -0.3748 4.8470 -2.2493 0.067 -0.002 -0.030
H 1.2899 -3.8828 1.6751 0.035 -0.084 0.134
```
Positions in Å, forces in eV/Å.

Computed properties:
Total energy: -1125.61490 Eh
Relative energy (zero: lowest compared OMol25 entry of this formula, charge and spin): 73.8 kcal/mol
LUMO: 0.3908 eV
2S+1: 1
Gap between HOMO and LUMO: 9.29 eV
HOMO: -8.9 eV

[4]
DFT (the ωB97M-V functional and the def2-TZVPD basis) results for one molecule with the formula C17H21N3OS2.

The geometry in XYZ format:
```
44
Properties=species:S:1:pos:R:3:forces:R:3
C -3.8143 2.2824 0.9532 -0.102 0.018 -0.181
C -4.2841 1.5699 -0.3162 0.035 0.076 0.077
C -4.0475 0.0959 -0.2121 -0.082 -0.049 -0.062
C -2.7886 -0.5238 -0.4889 -0.355 -0.464 0.071
C -1.6114 0.1898 -1.0138 0.684 -0.123 0.125
O -1.6373 1.1658 -1.7480 -0.099 0.240 -0.178
N -0.4231 -0.3062 -0.5778 0.258 -0.140 0.100
N 0.7482 0.1986 -1.1356 -0.295 0.423 -0.431
C 1.7937 -0.6393 -1.3566 -0.329 -0.173 0.084
S 1.7938 -2.1542 -0.6833 0.016 -0.561 0.183
N 2.7914 -0.1567 -2.1312 -0.348 0.445 -0.023
C 4.1314 -0.6923 -2.0904 0.458 -0.060 -0.084
C 5.0228 0.0760 -1.0985 -0.272 -0.202 -0.073
C 4.4247 0.0034 0.2782 0.161 0.145 0.024
C 4.6750 -1.0911 1.0957 0.017 0.093 0.047
C 4.0494 -1.2096 2.3226 0.057 -0.078 0.021
C 3.1609 -0.2359 2.7465 -0.063 -0.002 0.078
C 2.9121 0.8629 1.9437 -0.104 0.047 0.042
C 3.5425 0.9814 0.7177 0.116 -0.015 0.018
C -2.8105 -1.8725 -0.2670 -0.262 -0.040 0.069
S -4.3391 -2.4133 0.2762 0.194 0.648 -0.113
C -4.9773 -0.7991 0.2253 0.294 -0.405 -0.089
C -6.3904 -0.5447 0.6210 -0.019 0.091 -0.012
H -4.0059 3.3500 0.8781 0.027 0.130 0.064
H -2.7463 2.1323 1.0943 0.110 0.010 0.066
H -4.3344 1.8962 1.8277 -0.012 -0.014 0.112
H -5.3465 1.7618 -0.4732 -0.017 0.010 -0.049
H -3.7277 1.9562 -1.1700 -0.165 0.015 0.007
H -0.2790 -1.2162 -0.1453 -0.054 0.185 -0.021
H 0.5295 0.9780 -1.7549 0.068 -0.164 0.118
H 2.7210 0.8140 -2.4058 -0.041 -0.063 0.021
H 4.0503 -1.7375 -1.7851 0.048 0.125 -0.141
H 4.5548 -0.6438 -3.0972 -0.022 -0.070 0.065
H 6.0162 -0.3739 -1.1101 0.062 0.058 -0.035
H 5.1091 1.1164 -1.4215 0.081 0.007 0.002
H 5.3550 -1.8611 0.7606 0.075 -0.098 -0.044
H 4.2463 -2.0699 2.9448 0.017 -0.072 0.058
H 2.6622 -0.3347 3.6993 -0.032 -0.004 0.080
H 2.2200 1.6268 2.2672 -0.052 0.057 0.036
H 3.3436 1.8447 0.0964 -0.004 0.070 -0.063
H -2.0326 -2.5929 -0.4289 0.255 -0.102 -0.081
H -6.4374 0.1588 1.4517 -0.078 0.005 0.058
H -6.8693 -1.4721 0.9236 -0.142 0.006 0.048
H -6.9511 -0.1204 -0.2122 -0.082 -0.005 0.005
```
Positions in Å, forces in eV/Å.

Computed properties:
Total energy: -1696.29451 Eh
Relative energy (zero: lowest compared OMol25 entry of this formula, charge and spin): 6.1 kcal/mol
LUMO: 0.6542 eV
2S+1: 1
Gap between HOMO and LUMO: 9.06 eV
HOMO: -8.4 eV

[5]
DFT (the ωB97M-V functional and the def2-TZVPD basis) results for one molecule with the formula C17H21NO3.

The geometry in XYZ format:
```
42
Properties=species:S:1:pos:R:3:forces:R:3
C 3.1529 -1.1324 2.6487 -0.258 -0.160 -0.196
C 2.2686 -2.0492 1.7949 0.226 0.063 0.107
N 0.8410 -1.8170 1.8939 -0.173 0.144 0.065
C 0.2703 -2.0107 3.2074 -0.371 -0.164 -0.011
C -1.1486 -2.5917 3.1085 0.307 0.173 -0.226
O -1.6827 -2.9046 4.3714 -0.106 0.050 0.469
C 0.3853 -0.6382 1.1891 0.073 -0.236 -0.027
C 0.0431 -0.9324 -0.2499 -0.004 -0.542 -0.155
C 0.0319 -2.1965 -0.7238 0.046 0.434 0.344
C -0.2718 -2.5145 -2.1032 0.002 -0.564 -0.163
O -0.2912 -3.6224 -2.5796 -0.003 0.387 0.136
O -0.5509 -1.4553 -2.9271 -0.046 -0.175 -0.256
C -0.5643 -0.1802 -2.4819 0.013 0.810 0.325
C -0.8813 0.8040 -3.4226 0.073 -0.316 0.158
C -0.9209 2.1157 -3.0189 0.044 -0.133 0.312
C -0.6488 2.4630 -1.6894 -0.083 -0.032 -0.126
C -0.3303 1.5036 -0.7631 -0.011 -0.236 -0.164
C -0.2791 0.1528 -1.1460 -0.102 0.040 -0.507
C -0.7507 3.9490 -1.5096 0.032 0.140 0.076
C -1.5218 4.4041 -2.7587 0.024 0.071 -0.011
C -1.2218 3.3404 -3.8266 -0.037 0.099 -0.129
H 2.9293 -1.2553 3.7057 0.016 0.013 0.125
H 4.1981 -1.3810 2.4869 0.139 0.013 0.022
H 3.0079 -0.0870 2.3845 0.032 0.122 0.013
H 2.4519 -3.0886 2.0812 0.050 0.009 -0.110
H 2.5413 -1.9408 0.7422 0.043 -0.110 0.006
H 0.8854 -2.7312 3.7503 -0.012 0.046 0.042
H 0.2385 -1.0782 3.8014 0.053 -0.095 0.032
H -1.8096 -1.8973 2.5703 0.073 -0.079 -0.058
H -1.1182 -3.5307 2.5539 0.040 0.105 -0.047
H -1.7008 -2.1057 4.9106 -0.040 -0.077 -0.042
H -0.5124 -0.2450 1.6758 0.062 0.072 0.005
H 1.1407 0.1625 1.2079 -0.111 0.017 0.035
H 0.2555 -3.0295 -0.0780 0.029 -0.057 0.014
H -1.0915 0.5053 -4.4372 -0.035 -0.059 -0.143
H -0.1270 1.7833 0.2587 0.036 0.020 0.152
H -1.2529 4.2276 -0.5836 0.043 0.049 0.035
H 0.2523 4.3843 -1.4917 0.006 0.069 0.039
H -1.2371 5.4046 -3.0789 -0.071 0.039 -0.002
H -2.5910 4.4074 -2.5425 -0.017 0.018 -0.003
H -2.0497 3.1940 -4.5190 0.023 0.011 -0.072
H -0.3396 3.6137 -4.4121 -0.006 0.021 -0.063
```
Positions in Å, forces in eV/Å.

Computed properties:
Total energy: -940.87388 Eh
Relative energy (zero: lowest compared OMol25 entry of this formula, charge and spin): 27.7 kcal/mol
LUMO: 0.1623 eV
2S+1: 1
Gap between HOMO and LUMO: 8.63 eV
HOMO: -8.5 eV

[6]
DFT (the ωB97M-V functional and the def2-TZVPD basis) results for one molecule with the formula C17H21NO5.

The geometry in XYZ format:
```
44
Properties=species:S:1:pos:R:3:forces:R:3
C -4.9948 -0.6476 -2.1800 0.046 -0.082 -0.215
O -5.2670 -0.1598 -0.8881 -0.001 0.140 0.307
C -4.2693 0.4560 -0.1990 -0.062 0.086 0.245
C -4.6121 0.9348 1.0684 -0.021 -0.117 -0.240
C -3.6682 1.5749 1.8458 -0.054 -0.021 -0.039
C -2.3767 1.7534 1.3844 0.173 -0.050 -0.210
C -2.0147 1.2825 0.1223 -0.639 0.011 0.430
C -0.6763 1.4219 -0.4122 0.846 0.330 -0.054
C 0.3620 2.0629 0.1401 -0.535 -0.125 -0.098
C 1.6705 2.0197 -0.5136 0.060 -0.155 -0.375
O 1.9119 1.5131 -1.5822 0.097 0.109 0.098
O 2.6242 2.5937 0.2596 -0.252 0.158 0.282
C 3.9558 2.4574 -0.2151 0.342 -0.104 -0.525
C 4.3859 0.9834 -0.2790 -0.080 0.432 0.307
O 5.2040 0.5812 -1.0724 0.175 -0.003 -0.306
N 3.8019 0.2202 0.6724 -0.270 -0.033 0.397
C 3.6479 -1.2064 0.5170 -0.340 -0.130 -0.219
C 2.2420 -1.4873 -0.0303 0.537 -0.202 -0.214
C 1.8841 -2.9697 -0.1453 -0.073 0.279 0.081
C 0.3786 -2.9500 0.1084 0.079 0.179 0.117
C 0.2631 -1.8417 1.1533 -0.334 -0.232 0.193
O 1.2834 -0.9052 0.8581 0.263 0.088 -0.021
C -2.9730 0.6292 -0.6610 0.010 -0.039 -0.104
H -4.2246 -1.4254 -2.1625 -0.016 0.041 -0.004
H -4.6869 0.1559 -2.8566 0.004 -0.034 0.029
H -5.9302 -1.0772 -2.5349 0.094 0.018 -0.019
H -5.6227 0.7904 1.4153 -0.123 -0.018 0.046
H -3.9443 1.9391 2.8240 -0.027 0.026 0.080
H -1.6491 2.2502 2.0049 0.091 0.060 0.087
H -0.4931 0.9404 -1.3660 0.069 -0.045 -0.061
H 0.3206 2.5834 1.0825 -0.106 0.036 0.138
H 4.0552 2.8777 -1.2206 0.027 -0.119 0.181
H 4.5852 3.0105 0.4844 -0.074 -0.075 -0.067
H 3.0678 0.6420 1.2263 0.139 0.052 -0.127
H 4.4098 -1.5573 -0.1807 -0.034 -0.035 0.094
H 3.7771 -1.6880 1.4904 -0.005 -0.093 -0.105
H 2.1451 -0.9836 -1.0033 0.041 -0.079 0.117
H 2.3937 -3.5373 0.6353 0.042 -0.064 0.021
H 2.1515 -3.3804 -1.1151 0.064 -0.042 -0.028
H -0.1517 -2.6651 -0.8006 -0.052 -0.025 -0.037
H -0.0107 -3.8999 0.4669 -0.066 -0.036 -0.022
H 0.4206 -2.2427 2.1648 -0.073 0.029 -0.092
H -0.6970 -1.3187 1.1288 0.027 -0.069 0.037
H -2.6796 0.2690 -1.6349 0.012 -0.048 -0.106
```
Positions in Å, forces in eV/Å.

Computed properties:
Total energy: -1091.35392 Eh
Relative energy (zero: lowest compared OMol25 entry of this formula, charge and spin): 33.8 kcal/mol
LUMO: -0.1748 eV
2S+1: 1
Gap between HOMO and LUMO: 8.45 eV
HOMO: -8.6 eV